Model one:
The following is a quantum chemistry calculation of the ion C4H9O with charge -1, from the OMol25 dataset.

Bonds (Å) are listed after each position.
Positions of all 14 atoms, in Å:
1 C 2.014 -0.056 -0.033  C2 1.557, H6 1.095, H7 1.097, H8 1.089
2 C 0.539 0.141 -0.490  C1 1.557, C3 1.551, H9 1.084, H10 1.080
3 C -0.555 0.172 0.609  C2 1.551, C4 1.555, H11 1.094, H12 1.091
4 C -1.968 -0.022 -0.011  C3 1.555, O5 1.338, H13 1.149, H14 1.129
5 O -2.329 0.887 -0.924  C4 1.338
6 H 2.257 -1.124 -0.068  C1 1.095
7 H 2.148 0.122 1.041  C1 1.097
8 H 2.721 0.482 -0.663  C1 1.089
9 H 0.415 0.975 -1.172  C2 1.084
10 H 0.386 -0.798 -1.001  C2 1.080
11 H -0.324 -0.707 1.218  C3 1.094
12 H -0.626 1.152 1.083  C3 1.091
13 H -2.617 -0.194 0.922  C4 1.149
14 H -2.061 -1.030 -0.511  C4 1.129

The lowest unoccupied orbital energy is 4.13 eV. The SMILES is CCCC[O-]. As for the net charge: -1. Its spin multiplicity is 1.


Model two:
The following is a quantum chemistry calculation of a cluster of 2 separate species, C4H9O in total, from the OMol25 dataset.

Bonds (Å) are listed after each position.
Positions of all 14 atoms, in Å:
1 C 2.196 -1.194 -1.004  O2 1.338, H3 1.128, H4 1.126, H5 1.124
2 O 0.874 -1.224 -1.210  C1 1.338
3 H 2.500 -1.180 0.083  C1 1.128
4 H 2.758 -2.086 -1.401  C1 1.126
5 H 2.712 -0.295 -1.437  C1 1.124
6 C -0.833 -0.062 1.319  C7 1.480, H9 1.100, H10 1.102, H11 1.089
7 C -1.152 0.601 0.035  C6 1.480, C8 1.333, H12 1.089
8 C -1.852 1.724 -0.128  C7 1.333, H13 1.081, H14 1.084
9 H 0.250 -0.255 1.367  C6 1.100
10 H -1.107 0.502 2.225  C6 1.102
11 H -1.293 -1.045 1.404  C6 1.089
12 H -0.722 0.129 -0.847  C7 1.089
13 H -1.999 2.157 -1.109  C8 1.081
14 H -2.333 2.228 0.702  C8 1.084

The lowest unoccupied orbital energy is 4.11 eV. As for the net charge: -1. Its spin multiplicity is 1.


Model three:
The following is a quantum chemistry calculation of a cluster of 2 separate species, C4H9O in total, from the OMol25 dataset.

Bonds (Å) are listed after each position.
Positions of all 14 atoms, in Å:
1 C -0.858 0.186 0.773  O2 1.311, C3 1.648, C4 1.550, H6 1.101
2 O -1.793 -0.729 0.861  C1 1.311
3 C -0.350 0.789 -0.674  C1 1.648, C4 1.475, H8 1.084, H9 1.084
4 C 0.404 -0.281 0.006  C1 1.550, C3 1.475, C5 1.511, H11 1.074
5 C 1.734 0.072 0.631  C4 1.511, H12 1.101, H13 1.107, H14 1.102
6 H -0.687 1.018 1.474  C1 1.101
7 H 1.796 -0.334 -6.816  H10 0.733
8 H -0.968 0.681 -1.557  C3 1.084
9 H 0.056 1.781 -0.514  C3 1.084
10 H 1.654 -0.853 -6.319  H7 0.733
11 H 0.349 -1.325 -0.241  C4 1.074
12 H 2.091 -0.626 1.404  C5 1.101
13 H 2.597 0.268 -0.034  C5 1.107
14 H 1.648 0.976 1.256  C5 1.102

The lowest unoccupied orbital energy is 4.33 eV. As for the net charge: -1. Its spin multiplicity is 1.


Model four:
The following is a quantum chemistry calculation of a cluster of 2 separate species, C4H9O in total, from the OMol25 dataset.

Bonds (Å) are listed after each position.
Positions of all 14 atoms, in Å:
1 C 2.240 0.094 0.940  O2 1.345, H3 1.136, H4 1.116, H5 1.145
2 O 1.799 -0.618 -0.113  C1 1.345
3 H 1.475 0.859 1.288  C1 1.136
4 H 3.248 0.553 0.804  C1 1.116
5 H 2.374 -0.529 1.891  C1 1.145
6 C -1.233 -1.037 -0.014  C7 1.497, H9 1.097, H10 1.095, H11 1.108
7 C -1.728 0.261 -0.573  C6 1.497, C8 1.332, H12 1.098
8 C -0.940 1.185 -1.121  C7 1.332, H13 1.084, H14 1.085
9 H -1.134 -1.840 -0.755  C6 1.097
10 H -1.895 -1.444 0.757  C6 1.095
11 H -0.181 -0.893 0.302  C6 1.108
12 H -2.813 0.319 -0.728  C7 1.098
13 H -1.325 1.933 -1.805  C8 1.084
14 H 0.116 1.157 -0.873  C8 1.085

The lowest unoccupied orbital energy is 4.28 eV. As for the net charge: -1. Its spin multiplicity is 1.


Here is how they stack up, most stable first: model one, model two, model four, model three.